1.
Density functional theory data (the ωB97M-V functional and the def2-TZVPD basis) for a cluster of 11 separate species, C40H108N6O14 in total.

Charge ... 0
ΔE to the lowest compared entry with this formula, charge and spin ... 359.6 kJ/mol
LUMO energy ... 0.493 eV
SMILES ... COC[C@H](C)N.COC[C@H](C)N.COC[C@H](C)N.COCCNCCOC.COCCNCCOC.COCCNCCOC.CCO.CCO.CCO.CCO.CCO

Cartesian coordinates (Å):
O -5.733 1.809 1.527
O -7.088 8.239 -2.970
O -3.954 6.902 1.262
O -6.465 5.186 5.736
O 4.427 6.096 8.703
O -6.415 0.859 9.533
O -0.793 7.921 4.576
O -10.263 4.150 1.220
O -2.803 6.865 6.101
O 1.225 4.810 1.590
O -1.963 12.149 5.728
O -6.196 11.850 0.433
O -0.821 8.887 -3.637
O -7.848 15.226 -1.197
N -8.488 12.508 -1.079
N -3.570 3.145 8.723
N 0.643 10.924 6.686
N 1.123 11.599 -5.112
N -8.744 5.515 -1.142
N -4.361 5.802 3.800
C -5.112 6.061 1.446
C -8.267 13.203 -2.346
C -2.954 5.450 4.050
C 1.237 9.369 -5.856
C -1.282 8.547 -2.352
C -3.922 7.537 -0.021
C -4.522 2.423 9.588
C -6.149 5.816 6.981
C -5.090 3.437 10.576
C -0.476 4.605 -0.101
C 0.072 9.980 -3.637
C -7.737 6.513 -1.407
C -3.292 12.619 5.559
C -2.593 6.842 7.495
C -8.394 4.468 -0.192
C 0.005 5.369 1.106
C -7.370 0.099 8.878
C -7.891 7.100 -2.792
C -0.518 9.949 8.559
C -9.552 3.535 0.159
C 0.383 10.347 -5.077
C -1.630 11.821 7.054
C -7.962 11.168 -1.045
C -2.615 5.555 5.554
C -7.194 10.855 0.259
C -0.962 8.675 3.392
C -1.487 10.090 3.700
C 3.154 5.757 8.249
C -0.734 10.592 7.152
C -5.800 1.016 2.716
C -5.543 1.637 8.728
C -5.405 11.611 1.586
C -5.160 1.835 3.845
C -7.588 8.944 -4.065
C -7.851 16.630 -1.214
C -8.622 14.660 -2.283
C 2.033 6.506 8.981
C -7.146 5.319 7.989
C -10.728 3.270 2.209
C -4.866 5.112 2.586
H -6.976 -0.406 7.985
H -0.522 10.473 -5.679
H -5.046 1.044 7.953
H -1.143 12.648 7.587
H -3.596 13.186 6.443
H -5.885 4.880 2.919
H -5.358 4.407 10.165
H -5.235 0.086 2.676
H -1.828 9.384 -1.907
H -6.647 9.914 0.143
H -5.958 6.742 1.562
H 0.768 12.384 -4.589
H -4.245 4.281 2.266
H -7.536 7.216 -0.584
H -8.248 0.604 8.443
H -6.050 11.710 2.464
H -7.860 6.268 -3.510
H -8.911 12.775 -3.126
H -7.287 13.004 -2.795
H 0.116 9.074 8.456
H -3.068 2.466 8.164
H 2.918 4.689 8.374
H 0.730 8.430 -6.080
H -8.199 15.199 -3.134
H 2.191 7.586 8.990
H -3.064 7.742 7.891
H -8.957 2.690 0.528
H -7.804 -0.606 9.585
H -5.634 2.789 4.077
H 0.055 8.684 3.001
H -10.934 2.266 1.812
H -1.454 9.656 9.038
H -6.218 2.340 8.226
H 2.127 11.569 -5.032
H -9.682 14.830 -2.088
H -4.869 10.666 1.468
H -5.136 5.518 7.254
H 1.581 5.356 2.294
H -5.941 3.043 11.132
H -6.315 6.895 6.909
H -1.849 7.624 -2.463
H -6.735 6.054 -1.382
H -3.193 4.779 6.068
H -5.754 5.397 5.105
H 0.250 4.795 -0.894
H -0.536 8.269 -1.593
H -8.942 7.377 -2.976
H 0.494 11.404 5.802
H -1.692 8.214 2.713
H -3.347 13.162 4.621
H 1.006 9.715 -3.119
H -3.085 8.237 -0.041
H -4.673 12.415 1.664
H -0.630 5.365 2.000
H -7.670 17.021 -2.226
H 1.098 6.333 8.449
H -4.314 3.623 11.325
H -2.623 4.451 3.776
H -4.122 2.085 3.618
H -8.819 17.049 -0.925
H -6.848 0.919 3.000
H -1.566 5.291 5.728
H -7.555 3.931 -0.652
H 2.007 6.160 10.013
H -10.025 3.159 3.037
H 0.991 11.600 7.359
H -7.312 10.875 -1.879
H -7.848 8.316 -4.929
H -5.222 1.227 4.750
H -4.015 1.572 10.058
H -1.497 10.725 2.810
H 3.070 5.877 7.160
H -7.897 10.806 1.096
H -7.985 4.952 0.707
H -0.831 10.510 4.451
H -10.222 3.277 -0.660
H -8.665 10.323 -1.070
H 5.114 5.626 8.229
H -0.063 10.704 9.201
H -4.339 6.778 3.520
H -0.580 3.526 0.013
H -0.331 10.815 -3.049
H -1.523 6.899 7.738
H -7.017 17.022 -0.636
H -11.736 3.555 2.519
H -1.191 9.880 6.462
H -7.025 4.237 8.033
H -2.505 10.179 4.084
H -6.440 1.576 0.921
H -8.174 5.569 7.715
H -7.087 5.801 8.968
H -8.485 9.520 -3.805
H -2.957 5.938 7.988
H -3.481 6.728 -0.617
H -1.661 7.849 5.008
H 0.205 6.417 0.854
H -6.961 9.651 -4.616
H -1.445 4.933 -0.483
H -3.955 11.744 5.577
H -5.247 5.432 0.559
H 2.201 9.130 -5.403
H -8.011 13.033 -0.354
H 1.400 9.865 -6.814
H -4.870 7.964 -0.340
H -2.960 3.640 9.361
H -2.515 11.569 7.656
H -2.286 6.192 3.603
H -9.520 5.995 -0.690

2.
Density functional theory data (the ωB97M-V functional and the def2-TZVPD basis) for a cluster of 14 separate species, C40H108O14 in total.

Charge ... 0
ΔE to the lowest compared entry with this formula, charge and spin ... 628.5 kJ/mol
LUMO energy ... 0.092 eV

Cartesian coordinates (Å):
O 11.414 13.038 0.799
O 25.848 12.516 -7.891
O 22.626 10.961 8.176
O 19.977 12.458 -13.081
O 17.857 4.843 -6.185
O 19.487 8.345 -1.826
O 12.486 8.029 4.128
O 22.478 4.125 1.772
O 19.582 17.906 1.110
O 10.400 4.175 0.617
O 27.533 2.027 -4.040
O 12.735 8.279 -8.324
O 28.017 7.493 1.825
O 16.308 20.169 -6.886
C 19.005 3.799 -7.928
C 18.503 2.690 -5.655
C 22.758 2.606 3.452
C 13.005 10.439 -7.203
C 22.325 10.023 7.159
C 12.424 3.917 -0.528
C 10.738 9.541 -8.135
C 21.815 2.986 2.301
C 20.977 16.142 1.143
C 12.679 7.730 5.493
C 17.851 13.100 -12.358
C 26.268 2.643 -3.637
C 17.662 9.551 -1.119
C 12.260 9.600 -8.192
C 13.712 6.592 5.693
C 16.473 18.886 -7.411
C 19.121 11.188 -11.301
C 19.812 16.728 1.839
C 11.103 12.916 -0.526
C 27.554 8.744 -0.160
C 10.417 5.169 -1.505
C 17.511 18.000 -6.650
C 28.567 7.871 0.606
C 18.789 11.928 -12.597
C 25.703 3.553 -4.734
C 23.573 9.829 6.295
C 18.035 3.598 -6.796
C 20.422 3.478 2.777
C 29.883 8.595 0.910
C 19.127 9.706 -1.618
C 19.276 10.533 -2.828
C 25.994 10.777 -9.444
C 9.555 12.657 -0.673
C 15.121 18.222 -7.576
C 25.652 11.151 -7.997
C 18.592 15.847 1.673
C 11.500 14.198 -1.354
C 10.895 4.009 -0.677
C 13.151 9.020 6.189
C 21.074 10.579 6.476
H 26.655 8.203 -0.457
H 21.291 11.483 5.906
H 20.604 4.209 3.565
H 14.007 6.419 6.728
H 20.836 9.865 5.687
H 16.982 12.826 -11.760
H 26.289 10.522 -7.374
H 16.972 9.142 -1.857
H 21.158 15.145 1.544
H 10.358 9.325 -7.136
H 17.796 2.645 -4.826
H 22.246 1.839 4.033
H 17.563 13.570 -13.298
H 20.842 16.162 0.062
H 21.922 16.644 1.354
H 10.301 8.803 -8.808
H 8.953 13.469 -0.265
H 18.555 4.501 -8.629
H 9.448 4.051 0.612
H 12.420 10.032 -9.180
H 28.039 9.210 -1.018
H 21.825 4.587 1.241
H 17.711 16.414 1.976
H 14.607 18.051 -6.630
H 18.787 10.163 -3.729
H 12.728 11.490 -7.117
H 20.419 18.362 0.992
H 12.266 7.877 -9.058
H 19.282 2.862 -8.410
H 27.270 6.911 1.661
H 12.955 10.042 -6.189
H 16.221 20.071 -5.935
H 19.767 2.704 3.177
H 30.610 8.016 1.478
H 19.892 12.527 -14.034
H 15.180 17.218 -7.995
H 11.718 7.364 5.854
H 19.924 4.325 -7.665
H 11.067 15.115 -0.954
H 25.483 11.369 -10.204
H 28.787 7.014 -0.030
H 17.204 10.524 -0.943
H 12.793 3.479 -1.456
H 9.380 12.612 -1.748
H 23.715 2.264 3.058
H 27.447 1.576 -4.883
H 11.358 14.075 -2.428
H 19.751 10.103 -0.818
H 12.666 3.200 0.257
H 14.100 9.336 5.756
H 18.407 18.590 -6.458
H 24.053 10.747 5.956
H 9.358 5.423 -1.552
H 19.847 3.920 1.963
H 22.913 3.421 4.158
H 10.359 10.518 -8.432
H 18.238 10.629 -10.989
H 17.076 3.323 -7.234
H 24.281 9.202 6.838
H 26.332 3.148 -2.673
H 27.263 9.568 0.491
H 17.571 9.000 -0.183
H 19.490 2.965 -5.284
H 30.362 8.690 -0.064
H 18.224 13.950 -11.785
H 12.879 4.889 -0.339
H 19.374 11.858 -10.480
H 21.680 2.184 1.575
H 14.616 6.820 5.129
H 18.399 11.180 -13.287
H 9.191 11.730 -0.228
H 14.401 18.767 -8.188
H 25.629 3.070 -5.708
H 10.807 4.998 -2.508
H 19.981 16.906 2.901
H 20.270 10.759 7.189
H 13.525 8.860 7.200
H 10.457 3.131 -1.151
H 12.576 14.346 -1.261
H 23.340 9.300 5.371
H 11.639 12.178 1.162
H 16.845 19.099 -8.413
H 22.070 9.065 7.613
H 10.924 6.107 -1.277
H 27.035 10.987 -9.691
H 20.332 10.745 -2.994
H 18.590 14.874 2.165
H 17.116 5.202 -6.677
H 13.307 5.663 5.291
H 17.768 17.164 -7.301
H 14.076 10.401 -7.400
H 12.207 7.202 3.729
H 18.847 11.513 -2.620
H 18.901 7.934 -2.465
H 22.203 10.672 8.988
H 18.482 15.636 0.609
H 25.817 9.718 -9.631
H 25.537 1.857 -3.447
H 24.614 10.906 -7.771
H 19.901 10.433 -11.392
H 25.351 13.045 -8.520
H 17.203 17.653 -5.664
H 24.720 3.999 -4.577
H 18.619 1.706 -6.108
H 12.471 9.871 6.238
H 26.467 4.330 -4.766
H 11.600 12.084 -1.024
H 29.679 9.545 1.404

3.
Density functional theory data (the ωB97M-V functional and the def2-TZVPD basis) for a structure of composition C40H10F15GeIrN4O2S7Se.

⟨S²⟩ ... 0.773
Charge ... -1
Spin multiplicity ... 2
ΔE to the lowest compared entry with this formula, charge and spin ... 89.5 kJ/mol
LUMO energy (alpha / beta) ... 0.471 / 0.460 eV

Cartesian coordinates (Å):
Ir -0.315 1.637 0.078
Se 4.887 1.988 -5.416
Ge -0.358 -2.716 0.206
S 1.963 3.977 2.203
S -0.426 -0.780 -0.686
S -0.447 1.209 2.403
S -0.400 4.097 -0.316
S 1.987 3.642 5.089
S 0.138 1.454 5.176
S 1.352 2.410 7.711
F -5.607 -3.953 3.039
F -1.629 -4.256 -4.633
F -2.535 -5.125 -0.284
F 4.679 -2.140 1.592
F 1.923 -4.925 -0.585
F 2.374 -6.070 -2.968
F 1.985 -4.325 4.764
F 2.579 -1.986 -0.085
F -0.122 -4.154 3.123
F -2.095 -3.098 -2.242
F 4.391 -3.334 4.011
F -4.890 -5.507 0.942
F -1.600 -1.554 2.634
F -3.961 -1.984 3.909
F 0.630 -5.708 -5.009
O -2.319 1.875 0.132
O -4.349 2.173 -0.712
N -0.221 1.758 -1.970
N 1.688 1.469 -0.152
N 3.108 2.032 -5.426
N 4.986 1.790 -3.651
C -0.972 -3.802 -2.405
C 2.715 1.901 -4.191
C 3.963 1.211 0.508
C -0.757 -4.398 -3.631
C -1.995 6.139 0.338
C -4.384 4.770 0.310
C 1.034 -4.711 -1.567
C -3.318 2.604 -0.213
C -1.983 4.759 0.094
C -1.045 1.826 -4.188
C 2.095 1.625 -1.429
C 4.389 1.399 -0.785
C 1.040 -3.630 2.711
C -2.867 -4.301 0.721
C 2.396 -2.545 1.119
C 1.168 2.501 6.084
C 2.118 -3.738 3.572
C 3.345 -3.233 3.192
C -3.179 6.822 0.543
C -4.446 -3.736 2.422
C -4.389 6.135 0.531
C -1.242 1.763 -2.812
C 0.390 -5.147 -3.823
C 3.489 -2.631 1.956
C 0.239 1.895 -4.679
C 2.601 1.253 0.787
C 3.765 1.768 -3.198
C -3.198 4.071 0.088
C 3.435 1.601 -1.783
C 1.359 3.146 3.514
C 0.449 2.081 3.563
C 1.280 -5.321 -2.784
C -0.083 -3.926 -1.345
C 1.039 1.774 -2.431
C -4.077 -4.528 1.353
C -2.416 -2.518 2.198
C 1.143 -3.032 1.467
C 1.311 1.869 -3.786
C -2.013 -3.289 1.119
C -3.607 -2.728 2.861
H -3.159 7.893 0.710
H -5.321 6.662 0.688
H 5.439 1.383 -1.046
H -2.233 1.707 -2.377
H -1.900 1.809 -4.848
H -5.306 4.206 0.286
H 4.665 1.026 1.307
H 0.438 1.945 -5.741
H -1.046 6.663 0.354
H 2.236 1.111 1.793